Arrangement A

The following is a DFT calculation (wB97M-V/def2-TZVPD) of a 2-piece molecular cluster, C3H8OS2 overall.

Last column: Mulliken charge in e.
Atoms and positions in Å:
H  -0.56  3.24  -1.06  0.1799
H  -2.38  -0.75  -0.18  0.2935
H  -0.83  -2.80  0.38  0.2939
S  0.63  3.32  -0.38  -0.1469
H  2.16  2.61  -2.38  0.1832
H  0.72  -2.39  -0.29  0.2568
C  -1.63  -0.29  0.42  -0.7535
H  -1.83  0.74  0.79  0.2357
O  0.65  0.07  1.10  -0.4311
S  1.47  1.81  -1.54  -0.2450
C  -0.34  -0.75  0.70  0.5343
H  1.28  0.12  0.34  0.2597
C  0.08  -2.24  0.62  -0.9381
H  0.58  -2.68  1.48  0.2778

Values from the calculation:
Charge = 0
Structure (SMILES) = C=C(C)O.SS
HOMO level = -0.3215 hartree

Arrangement B

The following is a DFT calculation (wB97M-V/def2-TZVPD) of a 2-piece molecular cluster, C3H8OS2 overall.

Last column: Mulliken charge in e.
Atoms and positions in Å:
H  1.31  -1.23  0.16  0.0535
H  -3.33  1.49  -0.24  0.2758
H  2.82  -1.63  1.06  0.2962
S  -0.78  0.15  -1.46  -0.2194
C  2.39  -1.06  0.24  -0.5885
S  -1.77  -0.29  0.27  -0.0353
H  3.29  0.70  1.26  0.3424
C  2.60  0.40  0.46  0.1247
C  -3.42  0.44  -0.02  -0.8244
H  2.78  -1.43  -0.71  0.2451
H  -0.06  1.16  -0.96  0.1840
O  2.07  1.26  -0.20  -0.4606
H  -4.00  0.24  0.88  0.3103
H  -3.92  -0.19  -0.75  0.2961

Values from the calculation:
Charge = 0
Structure (SMILES) = CC=O.CSS
HOMO level = -0.3252 hartree

Relative energies, in kcal/mol, with the most stable structure set to zero: arrangement A 22.6; arrangement B 0.0.